A structure of composition C44H36F6N2O6P2RuS2 at a distorted geometry, computed with ωB97M-V/def2-TZVPD.

The value obtained for the HOMO-LUMO gap (spin up / spin down) is 0.210 / 0.255 hartree. The value obtained for the LUMO energy (spin up / spin down) is 2.2697 / 2.0602 eV. The value obtained for the energy is -120613.0839 eV. Its spin multiplicity is 2. The HOMO energy (spin up / spin down) is -3.45 / -4.88 eV. Its total charge is -1.

XYZ file:
```
99
Properties=species:S:1:pos:R:3:forces:R:3:lowdin_charge:R:1
Ru 0.52961 0.24787 -0.53166 -2.01 -0.92 2.13 0.8138
C 3.23522 -0.18224 3.06442 -0.01 -0.01 0.00 -0.1257
N 2.29225 -0.24427 1.96251 -0.24 -0.11 0.22 -0.5094
P 0.61166 0.12876 1.98904 1.29 1.98 -1.46 0.9939
C 0.61321 1.95003 2.26701 -0.23 -0.13 0.50 -0.3483
C 1.69322 2.72646 1.87046 0.09 -0.05 0.05 -0.1111
C 1.67713 4.10239 2.04434 0.00 0.00 0.00 -0.0762
C 0.57132 4.71954 2.60792 -0.03 -0.05 0.01 -0.0858
C -0.51862 3.95216 2.99930 0.05 0.01 -0.03 -0.0739
C -0.49612 2.57640 2.83314 -0.02 0.00 -0.07 -0.0951
C 0.02153 -0.42788 3.61210 -0.69 -0.50 -0.38 -0.3287
C -0.91526 -1.45780 3.65151 0.04 -0.10 0.01 -0.0802
C -1.50155 -1.83319 4.85373 0.06 -0.01 -0.03 -0.0803
C -1.15485 -1.17489 6.02274 0.07 0.07 -0.01 -0.0886
C -0.21762 -0.14707 5.99068 -0.01 -0.08 0.00 -0.0782
C 0.36174 0.23244 4.79068 0.18 -0.02 0.02 -0.0985
P 2.65412 -0.38575 0.31230 0.64 -0.16 -1.00 0.8690
C 2.91130 -2.17776 0.04196 -0.05 0.00 0.09 -0.3652
C 2.37999 -3.11869 0.91434 0.06 -0.02 0.03 -0.0974
C 2.39994 -4.47101 0.59049 0.00 0.05 0.02 -0.0835
C 2.94578 -4.88750 -0.61245 0.02 0.04 -0.04 -0.0900
C 3.49535 -3.95164 -1.48385 -0.03 0.00 0.04 -0.0918
C 3.47213 -2.60556 -1.16169 0.02 -0.03 0.06 -0.1115
C 4.36415 0.22321 0.08595 -0.04 0.15 0.00 -0.3393
C 4.50322 1.46735 -0.52736 -0.03 0.04 0.00 -0.0887
C 5.76439 1.97442 -0.81654 0.00 -0.01 0.03 -0.0759
C 6.89499 1.23253 -0.50882 -0.03 -0.06 0.03 -0.0927
C 6.76568 -0.01498 0.09449 -0.01 0.05 -0.02 -0.0876
C 5.50712 -0.51812 0.38568 0.04 0.04 0.08 -0.1028
H 2.79859 -0.64266 3.95216 0.01 -0.02 0.00 0.0697
H 3.51320 0.84830 3.30850 -0.01 0.01 -0.01 0.0807
H 4.14246 -0.72986 2.81282 0.01 -0.02 -0.01 0.0687
H 2.55502 2.25868 1.40985 0.00 0.02 -0.01 0.0766
H 2.52522 4.69356 1.72129 -0.01 -0.01 -0.01 0.1026
H 0.55174 5.79512 2.73084 0.00 0.00 -0.01 0.0974
H -1.39192 4.42808 3.42812 0.00 -0.01 -0.02 0.0998
H -1.35660 1.98392 3.12035 0.01 0.03 -0.01 0.1061
H -1.19732 -1.95150 2.72871 -0.04 0.05 0.01 0.1080
H -2.23520 -2.62846 4.87341 -0.01 0.00 -0.02 0.1019
H -1.62009 -1.45249 6.96039 0.01 0.00 0.00 0.0991
H 0.05437 0.36951 6.90213 -0.01 0.01 0.01 0.1014
H 1.07397 1.04818 4.76743 -0.08 0.04 -0.01 0.1112
H 1.93327 -2.78506 1.84449 -0.02 -0.04 0.00 0.0925
H 1.97333 -5.19706 1.27182 -0.02 0.02 0.00 0.0993
H 2.92444 -5.93510 -0.88658 0.05 0.01 0.03 0.0995
H 3.91705 -4.27332 -2.42828 -0.02 0.01 0.00 0.1049
H 3.87010 -1.87397 -1.85658 -0.01 -0.02 -0.02 0.1135
H 3.61182 2.02308 -0.80505 0.04 -0.03 0.01 0.0849
H 5.85920 2.94077 -1.29586 -0.02 -0.02 -0.01 0.1044
H 7.87815 1.61532 -0.75434 0.00 0.00 0.03 0.0976
H 7.64762 -0.59909 0.32726 0.00 0.00 -0.01 0.0982
H 5.41165 -1.50223 0.83000 0.00 0.00 -0.02 0.1039
F 1.03711 3.57059 -3.90235 -0.05 -0.07 -0.01 0.0647
C 0.97759 3.89028 -2.59233 0.08 0.06 0.04 -0.7020
F 2.14056 3.49856 -2.03822 0.01 -0.02 -0.02 0.0669
F 0.94611 5.22774 -2.52307 0.01 0.07 0.04 0.0869
S -0.57450 3.08843 -1.78182 -0.21 0.13 -0.21 0.8054
O 0.13120 2.44634 -0.59550 0.61 -0.79 0.58 -0.5789
O -1.30744 4.29075 -1.34810 0.13 -0.24 0.00 -0.4723
N 0.81644 0.46803 -2.73776 -0.19 0.01 0.09 0.0942
S -0.56235 -2.56604 -2.51542 -0.42 0.53 -0.35 0.7540
O 0.20162 -2.29936 -1.31223 0.28 0.17 0.24 -0.3202
O -1.46291 -3.67787 -2.56657 -0.12 0.04 0.08 -0.2513
C 0.69517 -3.02934 -3.79683 0.04 -0.20 0.11 -0.6678
F 1.03929 -4.31284 -3.63284 0.11 0.04 -0.03 0.1242
F 0.15788 -2.89675 -5.01013 0.00 -0.03 -0.11 0.1379
F 1.79268 -2.28123 -3.73500 0.04 0.01 -0.04 0.1365
C -0.17047 -0.14937 -2.91625 -0.02 0.17 0.18 -0.3301
C -1.19886 -1.06687 -3.10254 0.52 -0.50 0.21 -0.2947
C -2.50608 -0.82780 -3.61705 -0.50 0.15 -0.44 -0.1163
C -3.64009 -1.68835 -3.21662 0.28 0.21 -0.07 -0.2000
C -4.59134 -2.10603 -4.15360 -0.03 -0.10 -0.04 -0.0432
C -5.66292 -2.90269 -3.77987 0.07 0.03 0.01 -0.0913
C -5.80976 -3.30099 -2.45614 -0.02 0.00 -0.04 -0.1039
C -4.88389 -2.87862 -1.51187 0.10 0.05 -0.04 -0.0747
C -3.81120 -2.08390 -1.88828 -0.15 -0.08 0.13 -0.0500
C -2.76139 0.36880 -4.42138 0.08 -0.40 0.31 -0.1635
C -4.05387 0.92089 -4.49796 -0.06 0.19 0.00 -0.0404
C -4.29302 2.10466 -5.17552 0.05 -0.11 0.04 -0.0899
C -3.25177 2.78608 -5.79542 0.00 0.02 -0.04 -0.1019
C -1.97012 2.25366 -5.74067 -0.01 -0.07 0.03 -0.0823
C -1.72976 1.06376 -5.07418 0.11 0.04 -0.14 -0.0300
H -4.46858 -1.81541 -5.19018 -0.01 0.01 0.02 0.1186
H -6.38239 -3.21685 -4.52684 0.02 -0.02 0.01 0.0948
H -6.63563 -3.93968 -2.16626 -0.01 0.04 0.00 0.0915
H -4.99583 -3.16635 -0.47324 0.01 0.00 -0.02 0.1014
H -3.11402 -1.73158 -1.13906 0.05 -0.05 -0.03 0.1105
H -4.87012 0.43546 -3.98111 -0.01 -0.01 -0.01 0.1056
H -5.29822 2.50861 -5.20351 0.01 0.00 0.02 0.0962
H -3.43540 3.72309 -6.30674 0.00 -0.02 0.01 0.0929
H -1.14415 2.77257 -6.21221 -0.02 -0.02 0.01 0.1019
H -0.72252 0.66624 -5.07483 -0.06 0.02 0.01 0.1064
C -3.66977 1.12099 -0.79500 0.12 -0.01 -0.05 -0.0502
O -2.35781 0.61383 -1.07039 0.14 0.02 0.36 -0.1898
C -1.51086 0.35363 -0.02018 -0.12 0.84 -1.19 -0.5061
O -1.95257 0.42104 1.11905 0.23 -0.36 0.11 -0.0769
H -3.70294 2.15212 -1.14673 -0.03 0.02 0.01 0.0917
H -3.87833 1.07651 0.26932 -0.06 0.00 0.05 0.0787
H -4.38142 0.51157 -1.35018 -0.04 0.02 0.00 0.0745
```
Forces are in eV/Å.

---

An isolated molecule of HN3O3S at a distorted geometry, computed with ωB97M-V/def2-TZVPD.

The value obtained for the HOMO-LUMO gap is 0.319 hartree. The value obtained for the LUMO energy is -0.4185 eV. The value obtained for the energy is -21457.1431 eV. Its spin multiplicity is 1. The HOMO energy is -9.10 eV. As for the SMILES: O=NSN[N+](=O)[O-]. Its total charge is 0.

XYZ file:
```
8
Properties=species:S:1:pos:R:3:forces:R:3:lowdin_charge:R:1
O -1.78270 -0.64453 2.78667 1.55 0.61 -1.02 -0.0871
N -1.34022 -0.60207 1.66845 -2.33 -0.76 0.09 -0.3840
S 0.19389 0.05278 1.23964 0.96 0.61 1.38 0.8980
N 0.16859 -0.41738 -0.30722 0.31 0.01 -2.13 -0.3352
N 0.59741 0.77315 -1.47218 -0.60 -2.87 4.05 -0.3813
O 0.93703 0.31514 -2.49390 -0.02 0.41 -0.78 0.1490
O 0.55178 1.80114 -0.91423 0.07 1.61 -1.23 0.0813
H 0.67422 -1.27823 -0.50722 0.08 0.38 -0.37 0.0593
```
Forces are in eV/Å.

---

A structure of composition C15H23ClMoN2O at a distorted geometry, computed with ωB97M-V/def2-TZVPD.

The value obtained for the HOMO-LUMO gap (spin up / spin down) is 0.206 / 0.219 hartree. The value obtained for the LUMO energy (spin up / spin down) is -9.6087 / -9.2395 eV. The value obtained for the energy is -35316.4152 eV. Its spin multiplicity is 3. The HOMO energy (spin up / spin down) is -15.21 / -15.21 eV. Its total charge is +2.

XYZ file:
```
43
Properties=species:S:1:pos:R:3:forces:R:3:lowdin_charge:R:1
C 0.26197 0.82242 -5.15498 0.07 0.24 -1.71 -0.9487
C 1.63963 1.38150 -5.51985 -0.03 -0.05 0.33 -0.1136
C 0.03738 -0.52034 -5.85493 -0.01 -0.03 0.33 -0.1148
C -0.82958 1.81539 -5.56265 -0.01 -0.05 0.33 -0.1136
Cl 0.18679 0.56598 -3.36296 -0.03 -0.10 0.64 0.5353
H 0.08184 -0.37676 -6.93894 0.01 0.07 0.16 0.0971
H -0.94562 -0.93010 -5.60701 0.13 0.01 -0.02 0.0811
H 0.81151 -1.24043 -5.57609 -0.11 0.05 -0.02 0.0810
H 1.69285 1.53545 -6.60215 -0.09 -0.05 0.14 0.0973
H 2.43282 0.68384 -5.23751 -0.07 0.10 -0.01 0.0810
H 1.81253 2.34485 -5.03217 0.01 -0.13 -0.04 0.0822
H -0.79032 1.97199 -6.64522 0.06 -0.08 0.14 0.0973
H -0.68076 2.78289 -5.07530 -0.05 -0.11 -0.04 0.0820
H -1.82215 1.43126 -5.31195 0.10 0.07 -0.01 0.0810
C 1.71292 -1.29261 2.65950 0.27 -0.99 -1.03 -0.0653
C 0.89438 -2.14425 1.80437 1.38 0.27 -0.74 -0.1595
C 1.25787 -1.81432 0.43128 0.47 0.20 0.23 -0.1910
H 0.40338 -3.05281 2.12318 -0.02 0.10 -0.09 0.1292
C 2.09230 -0.62390 0.47508 -0.64 -1.58 0.67 -0.1132
C 2.36802 -0.33395 1.84663 -0.46 -0.03 0.19 -0.0564
H 3.03593 0.45157 2.21431 -0.44 -0.28 -0.18 0.1446
H 1.96850 -1.58011 3.67192 -0.35 0.63 -0.06 0.1347
H 1.07435 -2.42459 -0.44255 -0.23 0.15 -0.03 0.1367
H 2.51783 -0.11947 -0.38416 -0.20 0.07 -0.05 0.1386
C -2.11327 1.09259 2.08303 -0.19 -0.43 -0.05 -0.0628
C -2.20340 -0.10715 2.82860 0.56 0.25 -1.21 -0.0280
C -2.07794 -1.21929 1.91350 -0.78 0.72 -0.99 -0.1381
H -2.45528 -0.17938 3.87586 0.66 -0.01 0.21 0.1315
C -2.19750 -0.67240 0.56303 -0.47 0.24 0.72 -0.2005
C -2.13060 0.76835 0.67883 -0.29 -1.45 0.77 -0.1405
H -2.19975 1.47709 -0.13487 0.18 -0.02 -0.11 0.1388
H -2.16174 2.10548 2.49303 0.20 -0.45 -0.17 0.1396
H -2.14010 -2.27112 2.16881 -0.07 0.21 -0.07 0.1283
H -2.42356 -1.23174 -0.33089 0.20 -0.07 -0.13 0.1350
Mo -0.12641 -0.27061 1.12012 0.76 2.01 1.70 1.6205
N 0.19313 1.29974 6.03357 0.22 -0.29 -0.64 0.1961
C 0.26034 0.17363 5.27214 -0.44 0.43 1.14 -0.6346
N -0.18879 -0.99343 5.80653 0.03 -0.16 -0.16 0.1863
O 0.63616 0.21131 4.10026 -0.40 0.58 -0.95 -0.0620
H 0.16488 1.27415 7.02937 -0.21 -0.11 0.48 0.1131
H 0.50990 2.16503 5.62047 0.14 -0.26 0.02 0.1235
H -0.26600 -1.77367 5.17101 0.22 0.10 0.31 0.1077
H -0.29444 -1.18205 6.78975 -0.09 0.20 -0.01 0.1234
```
Forces are in eV/Å.

---

The ion C6H11N2OS2 with charge +1 at a distorted geometry, computed with ωB97M-V/def2-TZVPD.

The value obtained for the HOMO-LUMO gap (spin up / spin down) is 0.283 / 0.283 hartree. The value obtained for the LUMO energy (spin up / spin down) is -4.8820 / -4.8818 eV. The value obtained for the energy is -33085.3335 eV. Its spin multiplicity is 1. The HOMO energy (spin up / spin down) is -12.58 / -12.58 eV. Its total charge is +1.

XYZ file:
```
22
Properties=species:S:1:pos:R:3:forces:R:3:lowdin_charge:R:1
C -1.03396 -1.32309 -0.98673 0.56 4.17 -1.48 -0.1147
C -1.19377 0.76739 -0.88075 -0.56 -3.67 -0.46 -0.2153
C 0.61059 0.82213 0.65578 -0.85 0.38 0.61 -0.6944
C 1.60337 -0.01476 0.04676 0.60 0.11 -2.23 -0.1842
C -0.65665 1.80128 3.07793 2.38 -2.69 4.20 -0.2929
C 1.39314 -2.26129 -1.94774 2.28 -1.60 0.95 -0.1509
N -0.42356 1.25683 0.01324 -0.59 1.17 0.09 0.0997
N -2.20310 1.33515 -1.53941 1.69 2.51 0.10 0.1675
O 0.56040 -2.64896 0.56706 0.65 -0.39 0.73 -0.3374
S 0.84805 0.98186 2.35389 -0.66 0.71 0.35 1.0361
S 0.55967 -1.65622 -0.46652 -0.64 -0.23 -0.62 0.7974
H -1.62309 -1.33576 -0.12327 -0.95 -0.64 1.69 -0.0156
H 1.90807 0.32500 -1.01686 -0.18 -0.36 2.00 0.1427
H 2.39236 -0.10353 0.80931 0.25 -1.02 -0.94 0.0923
H -1.42870 1.02445 3.17657 0.09 0.74 -0.17 0.0516
H -0.86286 2.68167 2.64277 -1.12 2.75 -2.19 -0.0182
H -0.31463 2.18073 4.19133 -0.64 -1.44 -2.67 0.1230
H 2.13130 -1.57451 -2.23543 1.31 1.46 0.04 0.0242
H 2.08371 -3.21936 -1.76986 -2.29 1.75 -0.09 0.1515
H 0.78365 -2.21985 -2.81711 -1.17 -0.81 -0.25 0.0572
H -2.90907 0.79922 -1.97923 -0.22 -0.83 -0.54 0.1051
H -2.22491 2.38164 -1.77173 0.10 -2.07 0.89 0.1753
```
Forces are in eV/Å.

---

A cluster of 2 separate species, C6H13N4 in total at a distorted geometry, computed with ωB97M-V/def2-TZVPD.

The value obtained for the HOMO-LUMO gap (spin up / spin down) is 0.274 / 0.274 hartree. The value obtained for the LUMO energy (spin up / spin down) is -4.3891 / -4.3888 eV. The value obtained for the energy is -12380.8147 eV. Its spin multiplicity is 1. The HOMO energy (spin up / spin down) is -11.83 / -11.83 eV. Its total charge is +1.

XYZ file:
```
23
Properties=species:S:1:pos:R:3:forces:R:3:lowdin_charge:R:1
C 2.39615 -2.25910 1.36207 2.81 0.09 1.51 0.0949
C 0.52320 0.95026 -0.00460 2.81 -1.16 1.06 -0.1201
C -0.23461 -2.25885 -1.17287 -0.94 -0.26 0.53 -0.0322
C -0.79834 2.42002 1.31788 2.18 -1.85 0.79 0.0026
C -0.81378 2.26908 -1.24996 0.74 0.42 -2.30 -0.0377
C 0.25856 -2.05994 0.21860 1.56 0.28 -0.55 -0.0921
N 2.39900 -0.33668 -0.61754 2.19 -2.00 -1.46 0.0136
N 1.52181 -2.08286 0.49547 -2.58 -0.19 0.69 0.0123
N 1.60505 0.54809 -0.34506 -3.09 2.34 0.78 -0.0358
N -0.42969 1.80429 0.04434 -0.05 0.42 -0.38 -0.1905
H 2.50538 -3.23362 1.96144 -0.32 1.41 -1.10 0.1441
H 3.19255 -1.41095 1.52615 -1.62 -1.83 -0.32 0.1459
H -1.25344 -1.85531 -1.32143 0.55 -0.22 0.27 0.0991
H -0.27304 -3.33819 -1.34375 -0.06 0.00 -0.19 0.0999
H 0.43104 -1.82203 -1.89135 0.54 0.21 -0.29 0.0758
H -1.81360 2.25765 1.50374 -1.75 0.33 0.19 0.0673
H -0.46601 3.45281 1.35597 -0.13 0.05 0.16 0.1008
H -0.25705 1.74782 2.08024 -0.69 1.52 -0.85 0.1240
H -0.42421 3.21351 -1.65015 0.24 0.44 1.11 0.1028
H -1.86051 2.34252 -1.31827 -1.43 -0.21 -0.37 0.0780
H -0.35211 1.59792 -2.01513 -1.02 0.04 0.65 0.1119
H -0.39449 -1.85471 1.05794 -0.06 0.07 -0.01 0.1461
H 3.35391 0.01384 -0.63686 0.10 0.09 0.10 0.0894
```
Forces are in eV/Å.

---

An isolated molecule of C7H10 at a distorted geometry, computed with ωB97M-V/def2-TZVPD.

The value obtained for the HOMO-LUMO gap is 0.373 hartree. The value obtained for the LUMO energy is 1.1594 eV. The value obtained for the energy is -7416.8437 eV. Its spin multiplicity is 1. The HOMO energy is -8.99 eV. As for the SMILES: C1[C@@H]2CC3(CC3)[C@H]12. Its total charge is 0.

XYZ file:
```
17
Properties=species:S:1:pos:R:3:forces:R:3:lowdin_charge:R:1
C 1.76091 0.78431 0.70324 0.10 -0.06 -0.25 -0.0719
C 1.48959 -0.66953 0.54203 -0.96 -0.06 -2.71 -0.1658
C 0.59123 -0.79480 -0.84222 0.08 0.56 0.10 -0.0689
C -0.46039 -0.03122 -0.08945 -0.36 0.38 -0.12 -0.4733
C -1.88207 -0.44912 0.01018 -0.28 -0.11 0.05 -0.0767
C -1.49648 0.84254 -0.67525 -0.27 0.37 -0.12 -0.0762
C 0.41063 0.20568 1.10771 -0.33 -0.02 0.12 -0.1583
H 1.84324 1.35915 -0.21687 -0.13 0.16 0.14 0.1043
H 2.35427 1.19936 1.52208 -0.04 -0.56 -0.17 0.1028
H 1.78901 -1.62479 0.21086 2.03 -1.41 2.50 0.1092
H 0.27659 -1.81564 -1.15914 0.40 0.53 0.55 0.1198
H 1.09863 -0.32460 -1.68861 -0.26 0.21 0.01 0.1082
H -2.22087 -1.28150 -0.60138 0.04 0.15 0.07 0.1016
H -2.34930 -0.38542 0.98924 0.03 0.01 -0.16 0.1023
H -1.54570 0.86818 -1.76005 -0.06 0.07 0.16 0.1036
H -1.68781 1.78160 -0.17168 -0.20 -0.01 -0.06 0.1023
H 0.02854 0.33579 2.11929 0.23 -0.21 -0.09 0.1371
```
Forces are in eV/Å.